No. 1
{"formula": "C16H30INO15PS3", "method": "wB97M-V/def2-TZVPD", "e_lumo_ev": 1.49, "charge": -1, "gap_ha": 0.260, "molar_mass_g_mol": 730.5, "total_energy_ev": -99171.7756, "species": ["C", "C", "P", "C", "C", "O", "C", "C", "C", "I", "O", "C", "N", "O", "C", "C", "H", "H", "H", "H", "H", "H", "H", "H", "H", "H", "H", "H", "H", "H", "H", "H", "H", "H", "C", "C", "O", "S", "O", "O", "O", "H", "H", "H", "H", "C", "C", "O", "S", "O", "O", "O", "H", "H", "H", "H", "C", "C", "O", "S", "O", "O", "O", "H", "H", "H", "H"], "positions_angstrom": [[1.644, 5.556, 2.371], [2.580, 4.874, 2.046], [3.941, 3.760, 1.339], [3.177, 2.214, 2.141], [4.150, 1.196, 2.723], [4.239, 0.030, 1.873], [2.823, 3.557, -0.220], [3.357, 2.610, -1.285], [2.313, 2.548, -2.453], [1.687, 0.548, -2.887], [5.007, 4.079, 2.842], [4.449, 4.215, 3.975], [4.001, 4.235, 5.052], [5.181, 2.760, 0.669], [6.476, 3.290, 0.592], [7.481, 2.542, 1.472], [0.711, 5.856, 2.795], [4.480, 4.929, 0.735], [2.663, 1.695, 1.328], [2.394, 2.476, 2.854], [3.738, 0.842, 3.676], [5.141, 1.601, 2.919], [5.175, -0.106, 1.710], [2.788, 4.556, -0.681], [1.789, 3.335, 0.059], [4.270, 2.981, -1.750], [3.470, 1.587, -0.930], [1.429, 3.123, -2.186], [2.720, 3.010, -3.352], [6.825, 3.153, -0.446], [6.548, 4.365, 0.792], [7.448, 1.471, 1.269], [8.472, 2.929, 1.211], [7.310, 2.788, 2.521], [-0.940, -2.000, -0.956], [-0.291, -1.571, 0.342], [-1.398, -1.420, 1.249], [-2.527, -2.483, 0.884], [-2.410, -3.608, 1.744], [-3.764, -1.790, 0.756], [-2.002, -2.884, -0.560], [-1.378, -1.152, -1.482], [-0.250, -2.517, -1.616], [0.259, -0.638, 0.250], [0.372, -2.343, 0.737], [-6.962, -2.369, 1.367], [-7.787, -2.313, 2.633], [-9.143, -2.200, 2.170], [-9.305, -2.996, 0.793], [-9.844, -4.282, 1.059], [-9.905, -2.127, -0.155], [-7.754, -3.159, 0.461], [-6.829, -1.377, 0.932], [-5.990, -2.826, 1.519], [-7.530, -1.467, 3.264], [-7.699, -3.236, 3.209], [-2.784, -4.901, -5.497], [-4.002, -4.002, -5.525], [-4.492, -4.026, -4.181], [-3.263, -4.171, -3.161], [-2.900, -2.894, -2.672], [-3.536, -5.253, -2.288], [-2.162, -4.625, -4.238], [-3.066, -5.956, -5.518], [-2.092, -4.695, -6.309], [-4.768, -4.353, -6.211], [-3.734, -2.973, -5.775]]}

***

No. 2
{"formula": "C14H15CdO4P", "method": "wB97M-V/def2-TZVPD", "e_above_lowest_kcal_mol": 10.7, "e_lumo_ev": -9.20, "charge": 2, "gap_ha": 0.173, "molar_mass_g_mol": 390.7, "total_energy_ev": -36783.7407, "species": ["Cd", "O", "C", "C", "O", "C", "O", "C", "O", "C", "H", "H", "C", "H", "H", "C", "P", "C", "C", "C", "C", "C", "C", "C", "H", "H", "H", "H", "H", "H", "H", "H", "H", "H", "H"], "positions_angstrom": [[-0.292, 0.591, -3.306], [-0.073, 3.684, -1.068], [-0.119, 2.626, -1.508], [-0.307, -2.127, -1.661], [-0.245, -3.198, -1.256], [1.855, 0.342, -1.698], [2.857, 0.348, -1.151], [-2.432, 0.489, -1.881], [-3.503, 0.715, -1.450], [-0.192, 1.160, -5.627], [-1.093, 1.771, -5.743], [0.766, 1.680, -5.725], [-0.257, -0.188, -5.695], [0.645, -0.786, -5.841], [-1.207, -0.699, -5.859], [-1.818, -1.051, 1.324], [-0.480, 0.070, 0.721], [-1.297, 1.483, 1.446], [0.647, -0.217, 2.190], [1.140, -1.516, 2.110], [2.064, -1.969, 3.067], [2.355, -1.172, 4.185], [1.786, 0.103, 4.330], [0.889, 0.563, 3.347], [-2.674, -0.703, 0.723], [-2.051, -0.916, 2.401], [-1.545, -2.087, 1.124], [-1.672, 1.256, 2.476], [-0.587, 2.334, 1.476], [-2.169, 1.709, 0.799], [0.980, -2.123, 1.221], [2.536, -2.991, 3.020], [3.048, -1.515, 4.973], [1.982, 0.738, 5.198], [0.463, 1.596, 3.335]]}

***

No. 3
{"formula": "C4H6N2O", "method": "wB97M-V/def2-TZVPD", "e_above_lowest_kcal_mol": 20.3, "smiles": "Cc1cc(O)n[nH]1", "e_lumo_ev": 0.93, "charge": 0, "gap_ha": 0.355, "molar_mass_g_mol": 98.1, "total_energy_ev": -9272.6200, "species": ["C", "C", "C", "C", "O", "N", "N", "H", "H", "H", "H", "H", "H"], "positions_angstrom": [[0.341, -1.491, 1.346], [0.075, -0.414, 0.348], [0.892, 0.572, -0.171], [0.043, 1.277, -1.044], [0.305, 2.374, -1.782], [-1.178, 0.783, -1.091], [-1.141, -0.238, -0.212], [-0.297, -2.364, 1.178], [0.164, -1.146, 2.369], [1.377, -1.830, 1.287], [1.929, 0.758, 0.056], [-0.562, 2.551, -2.158], [-1.946, -0.834, -0.125]]}

***

No. 4
{"formula": "CH3IO", "method": "wB97M-V/def2-TZVPD", "e_above_lowest_kcal_mol": 31.1, "spin_multiplicity": 3, "e_lumo_ev": [0.78, -3.64], "charge": 0, "gap_ha": [0.223, 0.243], "molar_mass_g_mol": 157.9, "s2": 2.006, "total_energy_ev": -11228.3396, "species": ["C", "O", "I", "H", "H", "H"], "positions_angstrom": [[0.123, -0.311, -0.228], [0.909, 0.947, -0.108], [-1.975, -0.043, 0.148], [0.170, -0.734, -1.136], [0.257, -1.095, 0.537], [0.516, 1.236, 0.787]]}

***

Repeat the first record exactly.
{"formula": "C16H30INO15PS3", "method": "wB97M-V/def2-TZVPD", "e_lumo_ev": 1.49, "charge": -1, "gap_ha": 0.260, "molar_mass_g_mol": 730.5, "total_energy_ev": -99171.7756, "species": ["C", "C", "P", "C", "C", "O", "C", "C", "C", "I", "O", "C", "N", "O", "C", "C", "H", "H", "H", "H", "H", "H", "H", "H", "H", "H", "H", "H", "H", "H", "H", "H", "H", "H", "C", "C", "O", "S", "O", "O", "O", "H", "H", "H", "H", "C", "C", "O", "S", "O", "O", "O", "H", "H", "H", "H", "C", "C", "O", "S", "O", "O", "O", "H", "H", "H", "H"], "positions_angstrom": [[1.644, 5.556, 2.371], [2.580, 4.874, 2.046], [3.941, 3.760, 1.339], [3.177, 2.214, 2.141], [4.150, 1.196, 2.723], [4.239, 0.030, 1.873], [2.823, 3.557, -0.220], [3.357, 2.610, -1.285], [2.313, 2.548, -2.453], [1.687, 0.548, -2.887], [5.007, 4.079, 2.842], [4.449, 4.215, 3.975], [4.001, 4.235, 5.052], [5.181, 2.760, 0.669], [6.476, 3.290, 0.592], [7.481, 2.542, 1.472], [0.711, 5.856, 2.795], [4.480, 4.929, 0.735], [2.663, 1.695, 1.328], [2.394, 2.476, 2.854], [3.738, 0.842, 3.676], [5.141, 1.601, 2.919], [5.175, -0.106, 1.710], [2.788, 4.556, -0.681], [1.789, 3.335, 0.059], [4.270, 2.981, -1.750], [3.470, 1.587, -0.930], [1.429, 3.123, -2.186], [2.720, 3.010, -3.352], [6.825, 3.153, -0.446], [6.548, 4.365, 0.792], [7.448, 1.471, 1.269], [8.472, 2.929, 1.211], [7.310, 2.788, 2.521], [-0.940, -2.000, -0.956], [-0.291, -1.571, 0.342], [-1.398, -1.420, 1.249], [-2.527, -2.483, 0.884], [-2.410, -3.608, 1.744], [-3.764, -1.790, 0.756], [-2.002, -2.884, -0.560], [-1.378, -1.152, -1.482], [-0.250, -2.517, -1.616], [0.259, -0.638, 0.250], [0.372, -2.343, 0.737], [-6.962, -2.369, 1.367], [-7.787, -2.313, 2.633], [-9.143, -2.200, 2.170], [-9.305, -2.996, 0.793], [-9.844, -4.282, 1.059], [-9.905, -2.127, -0.155], [-7.754, -3.159, 0.461], [-6.829, -1.377, 0.932], [-5.990, -2.826, 1.519], [-7.530, -1.467, 3.264], [-7.699, -3.236, 3.209], [-2.784, -4.901, -5.497], [-4.002, -4.002, -5.525], [-4.492, -4.026, -4.181], [-3.263, -4.171, -3.161], [-2.900, -2.894, -2.672], [-3.536, -5.253, -2.288], [-2.162, -4.625, -4.238], [-3.066, -5.956, -5.518], [-2.092, -4.695, -6.309], [-4.768, -4.353, -6.211], [-3.734, -2.973, -5.775]]}

***

Question: Number 1 is which compound?
Answer: C16H30INO15PS3